C7H14N | ωB97M-V/def2-TZVPD

```
22
Properties=species:S:1:pos:R:3:nbo_charge:R:1
C 2.41393 -0.65217 -0.21366 -0.663
C 1.00227 -1.21396 -0.52195 0.181
C 0.81544 -2.67221 -0.59980 -0.670
C -0.03599 -0.38094 -0.78201 -0.356
C -0.19540 1.06437 -0.62088 0.007
C -1.60561 1.76313 -0.61450 -0.223
N -0.89648 1.76411 0.62920 -0.378
C -1.48260 1.08673 1.79389 -0.443
H 3.09846 -1.44231 -0.01392 0.240
H 2.29421 -0.07817 0.73675 0.226
H 2.66050 0.00060 -1.03653 0.238
H -0.28127 -2.86500 -0.93995 0.231
H 1.05662 -3.30119 0.38326 0.260
H 1.55020 -3.02669 -1.37820 0.250
H -1.04985 -0.86685 -0.99719 0.213
H 0.51320 1.71947 -0.92649 0.220
H -1.78124 2.63766 -1.18583 0.245
H -2.43216 1.10881 -0.58604 0.225
H -0.50808 2.77352 0.73949 0.450
H -0.71883 0.85992 2.59359 0.258
H -2.42379 1.57413 2.04305 0.245
H -1.99351 0.14705 1.49773 0.243
```

Summary:
Energy above the lowest of the compared OMol25 structures with the same formula, charge and spin (kcal/mol): 48.0
Lowest unoccupied orbital energy (eV): -3.2495
Charge: +1
Total energy (eV): -8966.99821
HOMO-LUMO gap (eV): 9.97
SMILES: CC(C)=C[C@H]1C[N@H+]1C

C7H14N2 | ωB97M-V/def2-TZVPD

```
23
Properties=species:S:1:pos:R:3:nbo_charge:R:1
C 1.71240 0.99729 1.11374 -0.613
C 1.19269 -0.23439 0.28521 0.002
C 0.64759 -0.04424 -1.17265 -0.416
C -0.55260 0.98921 -0.53782 -0.032
N -1.59240 1.15658 -1.57167 -0.813
C -1.15849 0.35798 0.84866 -0.459
C -0.14189 -0.83052 0.74920 0.132
C -0.65389 -2.00047 -0.25119 -0.697
N 1.09111 -1.44082 1.28552 -0.593
H 2.71038 0.97018 1.47037 0.225
H 1.51048 1.83875 0.30002 0.200
H 1.16807 1.31303 2.18454 0.208
H 0.30069 -0.98796 -1.64805 0.254
H 1.28435 0.55804 -1.85151 0.206
H -0.24203 1.94203 -0.18865 0.190
H -1.03990 1.47223 -2.32764 0.343
H -1.99387 2.26280 -1.46458 0.326
H -0.69231 0.86364 1.84917 0.242
H -2.23432 0.05394 0.82867 0.240
H 0.33541 -2.86496 -0.34740 0.224
H -1.33179 -1.66083 -1.18528 0.243
H -1.56444 -2.27733 0.62444 0.225
H 1.24478 -2.43416 1.00692 0.362
```

Summary:
Energy above the lowest of the compared OMol25 structures with the same formula, charge and spin (kcal/mol): 202.6
Lowest unoccupied orbital energy (eV): 0.7236
Charge: 0
Total energy (eV): -10457.57941
HOMO-LUMO gap (eV): 8.91
SMILES: C[C@@]12C[C@@H](N)C[C@]1(C)N2

C7H14N2 | ωB97M-V/def2-TZVPD

```
23
Properties=species:S:1:pos:R:3:nbo_charge:R:1
C 1.05091 2.33031 -0.34419 -0.630
C -0.26125 1.82824 0.15492 0.093
C -1.52044 2.16252 -0.23419 -0.124
N -2.36000 1.37658 0.52538 -0.524
C -1.57944 0.63519 1.34757 0.172
N -0.31773 0.86880 1.13952 -0.463
H 1.71764 2.54001 0.49084 0.226
H 0.88371 3.27587 -0.87547 0.211
H 1.54856 1.64234 -1.02514 0.220
H -1.94570 2.84616 -0.94906 0.214
H -3.35276 1.52688 0.59815 0.413
H -2.01442 -0.08329 2.02016 0.193
C 2.36114 -1.81215 -0.79679 -0.603
C 0.98354 -2.43711 -0.39174 -0.412
C 0.82269 -3.89024 -0.83804 -0.615
H 2.96529 -2.55672 -1.31304 0.196
H 2.87578 -1.44885 0.08940 0.209
H 2.24630 -0.97744 -1.49206 0.201
H 0.85061 -2.26290 0.67449 0.209
H 0.21680 -1.82451 -0.86732 0.201
H 0.63039 -4.55302 0.00772 0.206
H 0.01958 -4.05029 -1.54843 0.207
H 1.74173 -4.31270 -1.24983 0.200
```

Summary:
Energy above the lowest of the compared OMol25 structures with the same formula, charge and spin (kcal/mol): 7.3
Lowest unoccupied orbital energy (eV): 0.8880
Charge: 0
Total energy (eV): -10466.05121
HOMO-LUMO gap (eV): 9.58
SMILES: Cc1c[nH]cn1.CCC

C7H14N2 | ωB97M-V/def2-TZVPD

```
23
Properties=species:S:1:pos:R:3:nbo_charge:R:1
C -1.64996 -1.05527 -2.62038 -0.646
C -0.89477 -1.59645 -1.38119 0.089
C -0.83989 -2.96357 -1.02357 -0.113
N -0.49393 -2.91893 0.42440 -0.574
C -0.80317 -1.54338 0.78926 0.179
N -0.94456 -0.76777 -0.28855 -0.471
H -2.62633 -1.60478 -2.80617 0.222
H -1.09798 -1.33496 -3.54151 0.211
H -1.71765 0.05934 -2.51402 0.239
H -0.79127 -3.82755 -1.78950 0.234
H -0.58279 -3.73469 1.06850 0.420
H -0.80286 -1.11299 1.85304 0.212
C 2.22683 1.62996 0.25062 -0.596
C 0.79040 1.63137 0.97156 -0.386
C 0.57660 2.77496 1.95140 -0.644
H 2.56845 2.60212 -0.19829 0.197
H 2.96768 1.39491 1.07096 0.193
H 2.21909 0.94344 -0.46237 0.201
H 0.57718 0.64907 1.45868 0.192
H -0.03032 1.73267 0.13272 0.209
H 1.24730 3.47659 1.54995 0.213
H 0.59542 2.51956 3.01440 0.208
H -0.49348 3.04637 2.09006 0.211
```

Summary:
Energy above the lowest of the compared OMol25 structures with the same formula, charge and spin (kcal/mol): 60.3
Lowest unoccupied orbital energy (eV): 0.8874
Charge: 0
Total energy (eV): -10463.74991
HOMO-LUMO gap (eV): 9.46
SMILES: Cc1c[nH]cn1.CCC

C7H14N2 | ωB97M-V/def2-TZVPD

```
23
Properties=species:S:1:pos:R:3:nbo_charge:R:1
H 3.54406 1.50957 -1.81665 0.343
N 2.56879 1.72536 -1.61712 -0.631
C 1.74482 0.82060 -1.90275 0.153
C 0.27785 1.02475 -1.67050 -0.488
C -0.01107 1.45591 -0.24399 -0.069
N -1.39869 1.47048 0.15809 -0.610
C -0.50823 0.53468 0.80920 -0.070
C -0.77039 -0.94247 0.59239 -0.231
C 0.53810 -1.72613 0.67332 -0.601
C -1.77125 -1.44306 1.63351 -0.599
H 2.02136 -0.15252 -2.34646 0.148
H -0.05808 1.82760 -2.33000 0.236
H -0.28102 0.12575 -1.91945 0.216
H 0.64033 2.26876 0.07141 0.213
H -1.67811 2.27141 0.71474 0.361
H -0.18616 0.75772 1.82710 0.190
H -1.21404 -1.07408 -0.39788 0.204
H 0.36602 -2.77900 0.46126 0.209
H 0.96724 -1.64235 1.66876 0.203
H 1.26256 -1.33809 -0.04035 0.204
H -1.38694 -1.28418 2.63703 0.197
H -1.95997 -2.50352 1.50545 0.207
H -2.70721 -0.90720 1.53288 0.215
```

Summary:
Energy above the lowest of the compared OMol25 structures with the same formula, charge and spin (kcal/mol): 30.2
Lowest unoccupied orbital energy (eV): 1.1219
Charge: 0
Total energy (eV): -10465.05707
HOMO-LUMO gap (eV): 10.51
SMILES: [H]/N=C/C[C@H]1N[C@H]1C(C)C

C7H14N2 | ωB97M-V/def2-TZVPD

```
23
Properties=species:S:1:pos:R:3:nbo_charge:R:1
C -0.87896 -1.72927 1.98143 -0.651
C 0.30570 -1.02200 1.46673 0.129
C 0.50314 0.43022 1.55888 -0.166
N 1.84526 0.53944 0.93232 -0.531
C 2.26738 -0.77405 0.58010 0.170
N 1.29143 -1.67806 0.85764 -0.470
H -0.62569 -2.61632 2.68043 0.230
H -1.66838 -2.09864 1.31712 0.228
H -1.51290 -1.00016 2.52297 0.217
H -0.12896 1.32734 1.45162 0.231
H 2.44539 1.28735 0.90863 0.404
H 3.22863 -1.06146 0.08681 0.212
C -1.58189 0.32297 -3.01189 -0.605
C -0.88385 0.96258 -1.77212 -0.415
C -1.71802 2.19293 -1.48664 -0.643
H -1.77947 1.13101 -3.74719 0.200
H -2.59000 -0.14440 -2.70056 0.200
H -1.05413 -0.52887 -3.49844 0.211
H -0.75505 0.22636 -0.98506 0.221
H 0.24420 1.25613 -2.11711 0.190
H -1.21391 3.18180 -1.66269 0.212
H -2.57994 2.21046 -2.20614 0.210
H -2.04764 2.49950 -0.47907 0.217
```

Summary:
Energy above the lowest of the compared OMol25 structures with the same formula, charge and spin (kcal/mol): 46.4
Lowest unoccupied orbital energy (eV): 0.9386
Charge: 0
Total energy (eV): -10464.35499
HOMO-LUMO gap (eV): 9.34
SMILES: Cc1c[nH]cn1.CCC

C7H14N2 | ωB97M-V/def2-TZVPD

```
23
Properties=species:S:1:pos:R:3:nbo_charge:R:1
C -1.61275 -0.64158 -1.37993 -0.634
C 0.44451 2.41448 0.38628 -0.645
C 1.23090 0.83522 -1.40937 -0.629
C 0.03486 -0.04147 0.66327 0.163
C -0.82049 -0.93249 -0.14815 -0.199
C 0.54031 0.99013 -0.08915 -0.065
N -0.30191 0.08845 2.03311 -0.848
N 0.18518 -2.72672 1.26152 -0.778
C 0.06605 -1.95864 0.08889 0.076
H -1.25943 -0.14962 2.24862 0.380
H 0.01769 0.92995 2.49046 0.376
H -0.00393 -2.19674 2.10195 0.381
H 1.10031 -3.13871 1.39238 0.363
H 0.34250 -2.56913 -0.76951 0.160
H -1.01611 -0.59061 -2.29716 0.196
H -2.31429 -1.46008 -1.54826 0.222
H -2.13914 0.30653 -1.27166 0.221
H 0.63848 1.27173 -2.22161 0.201
H 1.33507 2.69878 0.95436 0.211
H -0.41829 2.57990 1.03262 0.205
H 0.35521 3.10086 -0.45791 0.215
H 2.17118 1.39107 -1.39412 0.211
H 1.42407 -0.20131 -1.66665 0.216
```

Summary:
Energy above the lowest of the compared OMol25 structures with the same formula, charge and spin (kcal/mol): 79.2
Lowest unoccupied orbital energy (eV): 0.9264
Charge: 0
Total energy (eV): -10462.93260
HOMO-LUMO gap (eV): 7.73

C7H14N2 | ωB97M-V/def2-TZVPD

```
23
Properties=species:S:1:pos:R:3:nbo_charge:R:1
C 1.20970 3.02013 1.52838 -0.599
C 1.72790 1.88597 0.65684 -0.429
C 0.74437 1.50889 -0.42690 0.101
C -0.29780 0.62024 -0.43188 -0.120
N -0.59480 0.33708 -1.71058 -0.529
C 0.17186 1.20070 -2.51002 0.157
N 1.03202 1.83412 -1.75787 -0.462
H 0.43491 2.60155 2.16114 0.203
H 0.90674 3.89342 0.95148 0.214
H 2.02514 3.38100 2.16321 0.204
H 2.64079 2.12206 0.10029 0.230
H 1.79920 0.94959 1.21388 0.206
H -0.56136 0.15083 0.50725 0.216
H -1.46236 -0.06238 -2.04458 0.408
H -0.20488 1.13074 -3.51195 0.196
C -0.42752 -3.27117 0.35522 -0.624
C -1.92233 -2.86224 0.37882 -0.627
H -0.40203 -4.36388 0.31839 0.214
H 0.11045 -2.99033 -0.55092 0.210
H 0.11712 -2.74864 1.13430 0.213
H -2.11239 -2.30022 1.29653 0.203
H -2.49855 -3.77653 0.55293 0.208
H -2.43618 -2.26094 -0.37399 0.204
```

Summary:
Energy above the lowest of the compared OMol25 structures with the same formula, charge and spin (kcal/mol): 25.8
Lowest unoccupied orbital energy (eV): 0.7975
Charge: 0
Total energy (eV): -10465.24863
HOMO-LUMO gap (eV): 9.28
SMILES: CCc1c[nH]cn1.CC